Entry 1:
Entry from OMol25: a molecular structure, C4H5BrN2 in a non-equilibrium geometry (wB97M-V/def2-TZVPD).

Cartesian coordinates (Å):
C  0.86  -1.27  0.22
C  -0.28  -1.33  -0.62
C  0.83  1.01  0.42
C  -0.40  1.48  0.71
N  1.40  -0.20  0.63
N  -1.12  -0.38  -0.47
Br  -2.40  -0.37  -1.86
H  1.54  -2.07  0.42
H  -0.15  -2.07  -1.33
H  1.41  1.71  -0.24
H  -0.99  0.98  1.49
H  -0.70  2.52  0.64

Results
Energy relative to the best compared isomer or geometry (same formula, charge and spin), kJ/mol: 335.5
Max |F|, hartree/bohr: 0.071
Highest occupied orbital energy, eV: -8.50
HOMO-LUMO gap, eV: 8.25

Entry 2:
Entry from OMol25: C4H5BrN2 in the gas phase in a non-equilibrium geometry (wB97M-V/def2-TZVPD).

Cartesian coordinates (Å):
C  -1.90  -1.48  -1.58
C  -0.99  -1.13  -0.54
C  -1.96  0.93  -0.88
C  0.29  0.94  0.11
N  -2.56  -1.98  -2.37
N  -0.91  0.35  -0.37
Br  -1.97  2.82  -0.49
H  0.18  -1.43  -0.78
H  -1.26  -1.78  0.24
H  1.08  0.33  0.28
H  0.63  1.77  -0.38
H  0.12  1.26  1.06

Results
Energy relative to the best compared isomer or geometry (same formula, charge and spin), kJ/mol: 318.4
Max |F|, hartree/bohr: 0.098
Highest occupied orbital energy, eV: -9.01
HOMO-LUMO gap, eV: 9.40

Entry 3:
Entry from OMol25: 2 unconnected molecules or ions with the total composition C4H5BrO2 in a non-equilibrium geometry (wB97M-V/def2-TZVPD).

Cartesian coordinates (Å):
C  3.33  -2.11  0.04
C  1.65  -0.09  0.29
C  -0.66  0.11  0.32
C  0.48  -0.04  -0.70
O  3.60  -2.40  1.10
O  2.99  -1.94  -1.05
Br  2.90  1.33  -0.10
H  -0.53  0.87  1.13
H  -1.06  -0.83  0.72
H  -1.42  0.49  -0.21
H  0.43  0.79  -1.30
H  0.58  -1.02  -1.23

Results
Energy relative to the best compared isomer or geometry (same formula, charge and spin), kJ/mol: 227.7
Max |F|, hartree/bohr: 0.085
Highest occupied orbital energy, eV: -9.20
HOMO-LUMO gap, eV: 8.63

Entry 4:
Entry from OMol25: C4H5BrO2 in the gas phase in a non-equilibrium geometry (wB97M-V/def2-TZVPD).

Cartesian coordinates (Å):
C  -0.63  0.49  -0.37
C  0.38  -0.19  1.91
C  0.50  0.21  0.51
C  -0.47  -0.11  -1.76
O  -1.67  0.95  0.08
O  0.56  -1.13  0.85
Br  2.26  0.94  -0.07
H  1.14  -0.06  2.73
H  -0.68  -0.29  2.32
H  0.45  0.17  -2.14
H  -1.33  0.19  -2.48
H  -0.52  -1.18  -1.58

Results
Energy relative to the best compared isomer or geometry (same formula, charge and spin), kJ/mol: 77.4
Multiplicity: 3
Max |F|, hartree/bohr: 0.094
Highest occupied orbital energy (spin up / spin down), eV: -6.59 / -10.39
HOMO-LUMO gap (spin up / spin down), eV: 7.41 / 7.49

Entry 5:
Entry from OMol25: a molecular structure, C4H5BrSi in a non-equilibrium geometry (wB97M-V/def2-TZVPD).

Cartesian coordinates (Å):
C  1.07  0.85  0.23
C  1.20  -0.58  -0.21
C  -0.08  1.41  0.41
C  0.09  -1.19  -0.51
Si  -1.28  0.02  -0.13
Br  -2.39  -0.73  1.72
H  2.05  1.27  0.50
H  2.18  -1.14  -0.25
H  -0.16  2.44  0.82
H  -0.25  -2.12  -0.57
H  -2.44  -0.23  -2.02

Results
Energy relative to the best compared isomer or geometry (same formula, charge and spin), kJ/mol: 240.1
Max |F|, hartree/bohr: 0.080
Highest occupied orbital energy, eV: -9.52
HOMO-LUMO gap, eV: 9.01

Entry 6:
Entry from OMol25: 2 unconnected molecules or ions with the total composition C4H5Cl in a non-equilibrium geometry (wB97M-V/def2-TZVPD).

Cartesian coordinates (Å):
C  0.66  -0.54  -0.59
C  -0.36  -1.23  0.00
C  0.00  0.79  -0.49
C  -1.14  0.00  0.26
Cl  -2.83  0.01  -0.09
H  1.58  -0.74  -1.20
H  -0.65  -2.33  0.19
H  0.59  1.53  0.16
H  -0.38  1.31  -1.41
H  -0.81  0.60  1.91

Results
Energy relative to the best compared isomer or geometry (same formula, charge and spin), kJ/mol: 309.4
Max |F|, hartree/bohr: 0.083
Highest occupied orbital energy, eV: -9.10
HOMO-LUMO gap, eV: 9.31

Entry 7:
Entry from OMol25: C4H5Cl3 in the gas phase in a non-equilibrium geometry (wB97M-V/def2-TZVPD).

Cartesian coordinates (Å):
C  -0.49  -0.74  0.33
C  0.51  -0.69  -0.75
C  1.61  0.56  -0.38
C  -1.53  0.26  0.44
Cl  1.51  -2.09  -0.75
Cl  1.25  2.14  -1.01
Cl  2.56  0.60  1.11
H  -0.20  -1.14  1.28
H  0.08  -0.63  -1.73
H  -1.48  0.87  -0.43
H  -1.28  0.99  1.32
H  -2.55  -0.12  0.57

Results
Energy relative to the best compared isomer or geometry (same formula, charge and spin), kJ/mol: 311.4
Max |F|, hartree/bohr: 0.061
Highest occupied orbital energy (spin up / spin down), eV: -8.48 / -8.42
HOMO-LUMO gap (spin up / spin down), eV: 8.27 / 8.08

Entry 8:
Entry from OMol25: 2 unconnected molecules or ions with the total composition C4H5Cl3N2O in a non-equilibrium geometry (wB97M-V/def2-TZVPD).

Cartesian coordinates (Å):
C  -1.80  -0.20  0.15
C  -1.19  0.97  0.88
C  -0.51  -0.86  -0.33
C  2.34  0.18  -0.36
N  0.02  0.38  1.33
N  0.51  -0.36  0.35
O  -0.45  -1.77  -1.27
Cl  3.57  -0.97  0.24
Cl  2.37  0.43  -2.07
Cl  2.21  1.63  0.56
H  -2.25  -0.78  0.85
H  -2.41  0.07  -0.67
H  -0.92  1.86  0.21
H  -1.86  1.39  1.70
H  0.36  -1.96  -1.57

Results
Energy relative to the best compared isomer or geometry (same formula, charge and spin), kJ/mol: 397.1
Max |F|, hartree/bohr: 0.103
Highest occupied orbital energy (spin up / spin down), eV: -7.20 / -8.07
HOMO-LUMO gap (spin up / spin down), eV: 6.98 / 8.18

Entry 9:
Entry from OMol25: a molecular structure, C4H5ClFN4 in a non-equilibrium geometry (wB97M-V/def2-TZVPD).

Cartesian coordinates (Å):
C  -0.19  0.84  0.01
H  -0.49  -0.90  -1.13
C  0.09  -0.67  -0.23
C  0.26  1.74  -1.04
N  0.60  2.41  -1.93
C  -1.10  1.30  1.06
N  -1.61  1.77  1.98
N  -0.42  -1.40  0.91
H  -0.33  -2.40  0.74
H  -1.41  -1.19  1.01
N  1.46  -0.87  -0.59
H  1.57  -1.62  -1.25
H  2.03  -1.09  0.24
Cl  1.67  1.39  1.41
F  -2.12  0.68  -1.20

Results
Energy relative to the best compared isomer or geometry (same formula, charge and spin), kJ/mol: 84.1
Net charge: -1
Max |F|, hartree/bohr: 0.025
Highest occupied orbital energy (spin up / spin down), eV: -6.18 / -6.18
HOMO-LUMO gap (spin up / spin down), eV: 8.37 / 8.37

Entry 10:
Entry from OMol25: a molecular structure, C4H5ClIN2 in a non-equilibrium geometry (wB97M-V/def2-TZVPD).

Cartesian coordinates (Å):
C  -0.26  -1.53  0.83
C  0.81  0.59  1.17
C  -0.43  -1.75  -0.49
C  -0.36  1.20  -0.81
N  0.33  -0.50  1.45
N  0.59  1.43  0.11
Cl  0.30  -0.74  -1.75
I  -0.73  2.13  -2.64
H  -0.79  -2.32  1.44
H  1.50  1.00  1.91
H  -1.12  -2.45  -0.93
H  -1.21  0.87  -0.17
H  1.36  2.06  -0.13

Results
Energy relative to the best compared isomer or geometry (same formula, charge and spin), kJ/mol: 233.4
Net charge: +1
Max |F|, hartree/bohr: 0.064
Highest occupied orbital energy, eV: -13.45
HOMO-LUMO gap, eV: 8.12

Entry 11:
Entry from OMol25: C4H5ClN2 in the gas phase in a non-equilibrium geometry (wB97M-V/def2-TZVPD).

Cartesian coordinates (Å):
C  0.94  -0.13  0.34
C  2.07  -0.77  -0.12
C  -0.52  -2.17  -0.47
C  0.54  1.22  0.68
N  -0.06  -1.08  0.38
N  0.46  -2.36  0.59
Cl  3.59  -0.07  -0.15
H  -1.53  -2.39  -0.29
H  -0.32  -2.41  -1.47
H  1.40  1.78  0.82
H  -0.08  1.71  0.06
H  0.03  1.13  1.59

Results
Energy relative to the best compared isomer or geometry (same formula, charge and spin), kJ/mol: 698.4
Max |F|, hartree/bohr: 0.079
Highest occupied orbital energy (spin up / spin down), eV: -8.24 / -9.08
HOMO-LUMO gap (spin up / spin down), eV: 7.33 / 9.06

Entry 12:
Entry from OMol25: 2 unconnected molecules or ions with the total composition C4H5ClN2S in a non-equilibrium geometry (wB97M-V/def2-TZVPD).

Cartesian coordinates (Å):
Cl  -2.93  1.67  0.24
C  -1.32  1.12  -0.02
C  -0.32  1.21  0.98
N  0.81  0.55  0.76
C  1.14  0.10  -0.45
C  0.34  0.38  -1.51
N  -0.90  0.76  -1.23
H  -0.64  1.57  1.96
H  2.13  -0.40  -0.41
H  0.49  0.19  -2.64
S  -2.27  -1.56  0.05
H  -2.40  -2.87  -0.78
H  -1.17  -1.19  -0.53

Results
Energy relative to the best compared isomer or geometry (same formula, charge and spin), kJ/mol: 178.7
Max |F|, hartree/bohr: 0.085
Highest occupied orbital energy, eV: -9.46
HOMO-LUMO gap, eV: 9.59
Structure (SMILES): Clc1cnccn1.S

no.,energy (eV)
1,-77247.83549
2,-77248.01353
3,-78363.38263
4,-78360.95606
5,-82146.36185
6,-16746.91675
7,-41792.71940
8,-46818.83471
9,-25428.95579
10,-27822.04926
11,-19724.70605
12,-30565.04516